# 1
Molecular formula: C31H50CeCl2NOP
Method: DFT, ωB97M-V/def2-TZVPD

Last column: Löwdin charge in e.
CARTESIAN COORDINATES (ANGSTROEM)
P1 -0.096 0.647 -1.239  0.93
C1 -1.728 0.224 -2.023  -0.41
C2 -2.196 1.076 -3.217  -0.19
C3 -3.642 0.705 -3.587  -0.19
C4 -3.787 -0.792 -3.889  -0.20
C5 -3.276 -1.642 -2.719  -0.19
C6 -1.829 -1.271 -2.369  -0.20
C7 1.301 0.080 -2.318  -0.41
C8 1.211 0.498 -3.795  -0.19
C9 2.521 0.158 -4.523  -0.20
C10 2.868 -1.330 -4.384  -0.20
C11 2.925 -1.748 -2.909  -0.18
C12 1.615 -1.418 -2.184  -0.20
C13 -0.006 2.502 -1.382  -0.41
C14 -1.152 3.152 -0.586  -0.22
C15 -1.144 4.676 -0.749  -0.19
C16 0.211 5.274 -0.352  -0.20
C17 1.354 4.614 -1.130  -0.19
C18 1.350 3.089 -0.954  -0.21
H1 -2.418 0.408 -1.186  0.04
H2 -1.542 0.914 -4.082  0.11
H3 -2.153 2.143 -2.975  0.09
H4 -3.968 1.301 -4.448  0.11
H5 -4.299 0.969 -2.746  0.12
H6 -4.833 -1.034 -4.109  0.11
H7 -3.206 -1.036 -4.791  0.11
H8 -3.908 -1.474 -1.837  0.12
H9 -3.339 -2.709 -2.966  0.11
H10 -1.470 -1.880 -1.533  0.09
H11 -1.184 -1.493 -3.230  0.11
H12 2.150 0.602 -1.857  0.08
H13 3.333 0.761 -4.093  0.12
H14 0.998 1.570 -3.888  0.10
H15 0.382 -0.036 -4.277  0.10
H16 2.442 0.437 -5.581  0.11
H17 3.822 -1.543 -4.881  0.11
H18 2.101 -1.927 -4.899  0.11
H19 3.136 -2.821 -2.824  0.11
H20 3.748 -1.219 -2.409  0.12
H21 1.696 -1.671 -1.126  0.05
H22 0.803 -2.021 -2.606  0.11
H23 -0.148 2.732 -2.447  0.11
H24 -2.119 2.734 -0.884  0.10
H25 -1.038 2.893 0.475  0.09
H26 -1.359 4.928 -1.798  0.12
H27 -1.949 5.116 -0.147  0.11
H28 0.375 5.115 0.722  0.11
H29 0.212 6.359 -0.515  0.11
H30 2.320 5.019 -0.806  0.11
H31 1.251 4.853 -2.199  0.12
H32 2.162 2.653 -1.544  0.11
H33 1.553 2.826 0.091  0.09
Ce1 0.036 -0.004 1.047  -0.08
Cl1 2.424 0.229 0.858  0.35
Cl2 -2.342 0.328 1.280  0.28
C19 -0.316 -1.796 0.782  -0.48
H34 -1.376 -2.015 0.572  0.06
C20 0.478 -3.019 0.809  -0.27
C21 1.886 -3.063 0.855  -0.08
C22 2.554 -4.281 0.863  -0.08
C23 1.839 -5.483 0.836  -0.11
C24 0.444 -5.460 0.793  -0.10
C25 -0.227 -4.242 0.774  -0.05
H35 2.434 -2.126 0.874  0.03
H36 3.640 -4.297 0.894  0.10
H37 -0.118 -6.390 0.771  0.10
H38 -1.314 -4.216 0.735  0.11
H39 2.368 -6.432 0.847  0.09
O1 0.938 -0.026 3.173  -0.17
C26 0.467 -0.279 4.275  -0.42
C27 1.419 -0.223 5.443  -0.09
C28 1.067 0.875 6.445  -0.20
C29 -0.122 0.527 7.341  -0.22
C30 -1.466 0.335 6.629  -0.19
C31 -1.503 -0.864 5.670  -0.17
N1 -0.848 -0.582 4.408  0.11
H40 1.492 -1.211 5.947  0.14
H41 2.430 0.018 5.043  0.14
H42 1.940 0.995 7.125  0.12
H43 0.913 1.843 5.921  0.13
H44 0.117 -0.396 7.915  0.12
H45 -0.239 1.354 8.075  0.12
H46 -2.203 0.133 7.437  0.12
H47 -1.783 1.263 6.106  0.13
H48 -1.076 -1.770 6.151  0.13
H49 -2.572 -1.073 5.448  0.13
H50 -1.428 -0.615 3.563  0.09

Cartesian forces, eV/Å:
-0.200 1.462 -6.989
-0.171 0.096 -0.271
-0.102 -0.083 0.033
0.087 -0.045 -0.040
0.006 0.030 0.088
0.088 0.094 -0.117
-0.113 -0.025 0.011
0.009 0.118 -0.386
0.188 -0.092 0.030
-0.070 -0.053 0.013
-0.014 0.068 0.077
-0.089 0.032 -0.061
0.050 0.120 -0.052
-0.106 0.049 -0.221
0.132 0.036 -0.082
0.031 -0.017 0.071
-0.022 -0.064 -0.077
-0.034 -0.033 0.084
-0.125 0.069 -0.132
0.016 -0.037 -0.327
-0.084 0.011 0.104
-0.001 -0.103 -0.069
0.030 -0.080 0.118
0.055 -0.027 -0.085
0.139 0.039 0.022
-0.064 0.029 0.111
0.048 -0.018 -0.087
0.011 0.151 0.043
-0.016 0.082 -0.182
-0.077 0.039 0.062
-0.064 -0.035 -0.106
-0.084 -0.067 -0.047
0.029 -0.106 -0.009
0.095 0.028 0.045
0.022 -0.037 0.138
-0.131 0.026 0.066
0.088 0.070 0.065
-0.035 0.151 0.001
-0.067 -0.052 -0.054
-0.014 -0.081 -0.229
0.069 0.041 0.077
-0.009 0.077 0.106
0.085 0.085 0.031
-0.013 0.122 -0.002
0.030 -0.051 0.118
0.117 -0.053 -0.091
-0.028 0.010 -0.072
-0.004 -0.159 0.020
-0.135 -0.050 -0.049
0.011 -0.041 0.128
-0.075 0.033 0.087
0.019 0.086 -0.047
0.866 3.443 6.954
3.577 0.786 -0.872
-3.596 1.064 0.835
-0.865 -6.239 -1.617
0.296 0.418 0.320
0.000 -0.798 0.074
-0.335 -0.223 0.058
-0.318 -0.224 0.040
0.025 0.093 0.001
0.220 0.266 -0.033
0.505 -0.113 0.027
0.057 -0.362 0.056
-0.118 -0.003 -0.008
0.069 0.095 -0.006
0.119 -0.031 0.017
-0.062 0.124 -0.004
0.418 0.262 0.652
-0.654 -0.491 0.605
0.560 -0.046 0.339
0.221 0.081 0.658
-0.092 0.473 0.327
-0.244 -0.186 0.617
-0.750 0.099 0.426
0.645 -0.041 -0.026
-0.189 0.486 -0.214
-0.855 -0.405 -0.061
-0.423 0.098 -0.532
0.064 -0.537 0.273
-0.124 0.483 -0.272
0.048 -0.554 -0.275
0.214 0.183 -0.538
0.187 -0.572 0.211
-0.202 0.468 -0.235
0.782 -0.034 0.002
0.446 0.094 0.337

Computed properties:
E_HOMO, Ha: -0.2515
LUMO, eV: 0.37
Relative energy (zero: lowest compared OMol25 entry of this formula, charge and spin), eV: 1.854

***

# 2
Molecular formula: C3H6O2Si
Method: DFT, ωB97M-V/def2-TZVPD

Last column: natural (NBO) charge in e.
CARTESIAN COORDINATES (ANGSTROEM)
C1 1.489 -1.139 0.913  -0.42
C2 1.430 0.005 1.500  -0.41
C3 -1.533 1.574 -1.158  0.29
O1 -1.686 0.868 -0.190  -0.51
O2 -0.537 -1.603 -1.403  -1.25
Si1 -2.031 -1.493 -1.477  1.25
H1 0.659 -1.318 0.119  0.25
H2 2.119 -1.955 1.383  0.19
H3 2.154 0.350 2.303  0.18
H4 0.751 0.817 1.169  0.18
H5 -0.638 1.543 -1.675  0.12
H6 -2.176 2.350 -1.485  0.11

Cartesian forces, eV/Å:
-1.519 -3.136 -1.011
0.984 3.920 1.793
0.077 -0.270 1.888
-0.811 0.261 -0.201
0.568 -0.218 -0.367
-0.770 -0.216 0.042
2.100 -0.269 1.334
-0.681 0.908 -1.167
-0.970 -0.688 -0.837
0.356 -0.692 0.145
2.197 -0.418 -1.479
-1.531 0.819 -0.140

Computed properties:
E_HOMO, Ha: -0.3550
LUMO, eV: -0.40
Relative energy (zero: lowest compared OMol25 entry of this formula, charge and spin), eV: 3.144

***

# 3
Molecular formula: C6H8ClIO4STl
Method: DFT, ωB97M-V/def2-TZVPD

Last column: natural (NBO) charge in e.
CARTESIAN COORDINATES (ANGSTROEM)
O1 3.575 -0.017 1.260  -0.12
C1 2.726 0.587 0.569  0.43
C2 2.366 0.209 -0.963  -0.48
C3 0.743 0.040 -1.090  0.04
O2 0.193 1.346 -0.785  -0.60
S1 -1.473 1.322 -0.551  2.14
O3 -1.819 2.625 0.150  -0.78
O4 -2.293 1.285 -1.807  -0.76
C4 -1.981 -0.016 0.683  -0.69
C5 -0.559 -0.665 1.191  -0.41
I1 -0.947 -2.369 2.482  0.91
C6 0.178 -1.167 -0.181  -0.27
Cl1 1.401 -2.515 0.137  0.20
H1 2.123 1.452 1.058  0.30
H2 2.932 -0.691 -1.376  0.32
H3 2.667 1.126 -1.609  0.36
H4 0.579 -0.282 -2.196  0.33
H5 -2.599 0.412 1.548  0.30
H6 -2.570 -0.790 0.035  0.23
H7 0.074 0.124 1.754  0.29
H8 -0.669 -1.666 -0.795  0.27
Tl1 -4.645 -0.349 0.487  1.01

Cartesian forces, eV/Å:
-4.066 2.793 -3.715
3.199 -2.124 3.029
-0.818 0.140 -1.390
2.252 -0.903 0.251
-1.531 -2.573 0.356
-5.132 7.972 -1.075
2.236 -4.599 -1.027
3.076 -2.203 2.983
2.536 -1.677 -0.027
-0.035 1.138 -1.101
0.909 0.585 -0.889
-1.931 -0.005 -0.286
-1.037 1.019 0.201
0.554 -0.680 -0.668
-0.759 1.156 0.792
-0.208 -1.112 1.292
0.268 0.697 1.438
1.351 -0.010 -1.297
1.974 1.113 1.105
-1.217 -1.438 -0.650
1.510 0.563 0.972
-3.132 0.146 -0.294

Computed properties:
Charge: +3
E_HOMO, Ha: -0.7743
LUMO, eV: -18.01

***

Which formula does entry 3 have? C6H8ClIO4STl